No. 1
{
  "formula": "C26H78O24",
  "method": "the ωB97M-V functional and the def2-TZVPD basis",
  "elements": ["C", "C", "O", "O", "H", "H", "H", "H", "H", "H", "C", "C", "O", "O", "H", "H", "H", "H", "H", "H", "C", "C", "O", "O", "H", "H", "H", "H", "H", "H", "C", "C", "O", "O", "H", "H", "H", "H", "H", "H", "C", "C", "O", "O", "H", "H", "H", "H", "H", "H", "C", "C", "O", "O", "H", "H", "H", "H", "H", "H", "C", "C", "O", "O", "H", "H", "H", "H", "H", "H", "C", "C", "O", "O", "H", "H", "H", "H", "H", "H", "C", "C", "O", "O", "H", "H", "H", "H", "H", "H", "C", "C", "O", "O", "H", "H", "H", "H", "H", "H", "C", "C", "O", "O", "H", "H", "H", "H", "H", "H", "C", "C", "O", "H", "H", "H", "H", "H", "H", "C", "C", "O", "H", "H", "H", "H", "H", "H"],
  "positions_angstrom": [[4.522, 3.751, -2.036], [2.996, 3.787, -1.919], [2.528, 3.760, -0.586], [5.100, 2.585, -1.528], [4.905, 4.641, -1.518], [4.861, 3.845, -3.077], [2.562, 3.008, -2.557], [2.700, 4.721, -2.436], [2.526, 4.627, -0.179], [4.533, 1.845, -1.799], [0.415, -2.128, -3.459], [1.422, -2.860, -2.627], [1.900, -2.068, -1.567], [1.123, -1.229, -4.349], [-0.269, -1.545, -2.819], [-0.255, -2.754, -4.072], [2.262, -3.228, -3.219], [1.004, -3.812, -2.258], [1.171, -1.856, -0.949], [0.516, -0.473, -4.552], [1.494, 0.852, 4.180], [0.787, -0.476, 4.366], [1.550, -1.455, 5.017], [2.488, 0.741, 3.168], [2.026, 1.172, 5.076], [0.809, 1.662, 3.890], [0.481, -0.850, 3.369], [-0.109, -0.310, 4.963], [2.419, -1.649, 4.556], [1.960, 0.529, 2.369], [6.299, 1.376, 1.750], [5.319, 2.526, 1.656], [4.780, 2.879, 2.917], [5.613, 0.220, 2.272], [7.114, 1.620, 2.433], [6.675, 1.160, 0.738], [4.501, 2.222, 0.990], [5.778, 3.406, 1.191], [4.018, 2.290, 3.061], [5.099, -0.240, 1.570], [-4.858, -2.464, -2.544], [-6.173, -2.752, -1.895], [-7.092, -1.761, -2.249], [-4.151, -1.372, -1.869], [-4.988, -2.135, -3.578], [-4.194, -3.338, -2.518], [-6.028, -2.798, -0.808], [-6.506, -3.750, -2.221], [-7.911, -1.957, -1.783], [-3.646, -1.787, -1.121], [5.495, -1.166, -2.137], [4.779, -0.297, -3.162], [3.648, 0.348, -2.643], [4.802, -2.369, -1.823], [5.632, -0.555, -1.225], [6.503, -1.387, -2.486], [4.535, -0.912, -4.034], [5.474, 0.477, -3.512], [2.869, -0.206, -2.835], [3.894, -2.142, -1.556], [0.483, 1.175, -0.313], [-0.484, 0.229, 0.311], [-0.088, -1.119, 0.088], [1.602, 1.405, 0.563], [-0.096, 2.121, -0.346], [0.763, 0.971, -1.354], [-1.480, 0.323, -0.128], [-0.524, 0.430, 1.387], [-0.848, -1.714, 0.170], [2.043, 2.249, 0.276], [3.080, -2.134, 1.141], [3.806, -2.750, 2.319], [3.888, -1.831, 3.430], [3.777, -1.002, 0.594], [2.047, -1.917, 1.468], [2.922, -2.817, 0.286], [4.821, -3.070, 2.057], [3.190, -3.583, 2.661], [3.968, -0.887, 3.171], [3.248, -0.609, -0.114], [-2.737, -3.702, 0.675], [-1.339, -4.079, 1.036], [-0.548, -4.208, -0.156], [-2.873, -2.292, 0.419], [-3.437, -3.987, 1.470], [-3.069, -4.201, -0.236], [-1.385, -5.047, 1.552], [-0.873, -3.330, 1.689], [0.298, -4.560, 0.159], [-2.686, -1.801, 1.281], [-4.197, -2.182, 4.407], [-2.831, -1.732, 3.983], [-2.786, -0.980, 2.755], [-5.006, -1.139, 4.830], [-4.089, -2.932, 5.191], [-4.681, -2.714, 3.572], [-2.141, -2.579, 3.886], [-2.348, -1.121, 4.758], [-2.970, 0.000, 2.935], [-5.061, -0.537, 4.075], [-3.941, 2.299, 2.418], [-5.437, 2.098, 2.444], [-5.762, 0.746, 2.067], [-3.275, 1.646, 3.511], [-3.674, 3.361, 2.421], [-3.573, 1.861, 1.489], [-5.947, 2.775, 1.749], [-5.811, 2.262, 3.458], [-5.701, 0.628, 1.113], [-3.440, 2.134, 4.326], [-1.989, 4.719, -2.369], [-3.377, 4.281, -1.993], [-3.476, 3.740, -0.643], [-2.094, 5.272, -3.307], [-1.338, 3.871, -2.545], [-1.601, 5.408, -1.619], [-3.701, 3.441, -2.609], [-4.081, 5.111, -2.113], [-3.369, 4.501, -0.050], [-2.275, 0.991, -3.470], [-2.048, 0.548, -4.891], [-0.634, 0.737, -5.259], [-1.885, 0.294, -2.737], [-3.346, 1.113, -3.291], [-1.826, 1.980, -3.369], [-2.668, 1.147, -5.567], [-2.280, -0.508, -5.070], [-0.513, 1.233, -6.066]],
  "lowdin_charge": [-0.25, -0.22, -0.06, -0.07, 0.12, 0.12, 0.12, 0.12, 0.11, 0.05, -0.22, -0.23, -0.11, -0.09, 0.11, 0.12, 0.13, 0.11, 0.05, 0.05, -0.21, -0.27, -0.08, -0.10, 0.13, 0.12, 0.11, 0.11, 0.08, 0.06, -0.21, -0.27, -0.07, -0.10, 0.12, 0.11, 0.10, 0.12, 0.06, 0.05, -0.22, -0.29, -0.05, -0.11, 0.12, 0.12, 0.12, 0.12, 0.09, 0.04, -0.23, -0.24, -0.09, -0.06, 0.11, 0.12, 0.13, 0.12, 0.08, 0.03, -0.21, -0.21, -0.09, -0.09, 0.12, 0.13, 0.12, 0.12, 0.05, 0.07, -0.22, -0.18, -0.10, -0.08, 0.11, 0.11, 0.13, 0.12, 0.06, 0.07, -0.20, -0.23, -0.06, -0.13, 0.12, 0.13, 0.13, 0.12, 0.10, 0.07, -0.27, -0.21, -0.12, -0.04, 0.13, 0.12, 0.12, 0.12, 0.08, 0.06, -0.22, -0.21, -0.07, -0.08, 0.12, 0.12, 0.12, 0.13, 0.09, 0.11, -0.09, -0.30, -0.11, 0.08, 0.05, 0.08, 0.10, 0.11, 0.08, -0.08, -0.25, -0.10, 0.06, 0.08, 0.06, 0.11, 0.11, 0.09],
  "gap_ha": 0.3225,
  "e_tot_ev": -77362.7614,
  "fmax_ev_per_a": 2.155
}

=====

No. 2
{
  "formula": "C24H32ClLaN5O2P2S",
  "method": "the ωB97M-V functional and the def2-TZVPD basis",
  "elements": ["La", "C", "P", "C", "C", "C", "C", "C", "C", "C", "P", "C", "C", "H", "H", "H", "H", "H", "H", "H", "H", "H", "H", "H", "H", "H", "H", "H", "H", "N", "N", "C", "N", "N", "N", "O", "O", "H", "H", "H", "H", "H", "Cl", "C", "C", "C", "C", "C", "C", "C", "H", "H", "H", "H", "H", "H", "S", "C", "C", "C", "C", "C", "C", "H", "H", "H", "H", "H"],
  "positions_angstrom": [[-0.715, 0.153, -0.461], [1.120, -0.124, 3.662], [0.377, 0.962, 2.399], [-1.056, 1.665, 3.273], [1.565, 2.350, 2.273], [1.670, 3.265, 3.315], [2.557, 4.328, 3.245], [3.358, 4.477, 2.126], [3.277, 3.563, 1.088], [2.389, 2.492, 1.145], [2.238, 1.269, -0.203], [3.290, -0.098, 0.401], [3.260, 1.903, -1.569], [1.297, 0.433, 4.585], [2.068, -0.527, 3.313], [0.449, -0.955, 3.880], [-0.798, 2.019, 4.273], [-1.819, 0.891, 3.361], [-1.478, 2.495, 2.706], [1.048, 3.161, 4.193], [2.617, 5.034, 4.060], [4.051, 5.305, 2.061], [3.917, 3.689, 0.226], [4.228, 0.301, 0.790], [3.481, -0.786, -0.423], [2.799, -0.663, 1.193], [4.310, 2.007, -1.288], [2.899, 2.870, -1.919], [3.196, 1.181, -2.384], [-1.281, 0.344, -4.035], [-0.604, 1.521, -4.381], [-0.389, 2.473, -3.468], [0.110, 3.641, -3.868], [-0.734, 2.124, -2.210], [-0.504, 3.007, -1.197], [-0.982, 2.570, -0.134], [0.129, 4.025, -1.262], [-0.597, -0.396, -3.828], [-1.899, 0.087, -4.795], [-0.343, 1.694, -5.342], [0.264, 3.802, -4.849], [0.419, 4.323, -3.195], [-2.639, -1.550, -2.155], [-3.246, -2.399, -0.706], [-3.535, -3.742, -0.825], [-3.979, -4.415, 0.302], [-4.121, -3.718, 1.497], [-3.845, -2.367, 1.570], [-3.395, -1.639, 0.456], [-3.053, -0.210, 0.512], [-3.401, -4.241, -1.774], [-4.213, -5.468, 0.250], [-4.470, -4.237, 2.378], [-3.992, -1.838, 2.503], [-3.346, 0.208, 1.478], [-3.587, 0.360, -0.269], [1.081, -1.196, -2.277], [0.540, -2.720, -1.545], [0.629, -2.935, -0.170], [0.186, -4.123, 0.400], [-0.321, -5.128, -0.401], [-0.387, -4.934, -1.780], [0.026, -3.745, -2.345], [1.096, -2.187, 0.468], [0.259, -4.269, 1.469], [-0.658, -6.059, 0.032], [-0.770, -5.723, -2.414], [-0.046, -3.598, -3.414]],
  "lowdin_charge": [1.55, -0.25, 0.81, -0.27, -0.39, -0.08, -0.06, -0.06, -0.08, -0.39, 0.76, -0.26, -0.27, 0.05, 0.03, 0.05, 0.04, 0.04, 0.05, 0.10, 0.11, 0.11, 0.10, 0.06, 0.03, 0.01, 0.05, 0.04, 0.03, 0.00, 0.01, -0.37, 0.22, 0.04, -0.44, -0.16, 0.11, -0.03, 0.10, 0.16, 0.13, 0.10, 0.68, -0.55, -0.12, -0.09, -0.08, -0.05, -0.39, -0.34, 0.11, 0.11, 0.11, 0.11, 0.03, 0.03, 0.45, -0.74, -0.18, -0.08, -0.08, -0.08, -0.14, 0.07, 0.11, 0.11, 0.11, 0.10],
  "gap_ha": 0.2166,
  "e_tot_ev": -79741.9328,
  "total_charge": 1,
  "fmax_ev_per_a": 1.324
}

=====

No. 3
{
  "formula": "C15H29N3O3PS",
  "method": "the ωB97M-V functional and the def2-TZVPD basis",
  "elements": ["C", "C", "N", "C", "P", "O", "O", "S", "C", "C", "C", "C", "N", "O", "C", "C", "C", "C", "H", "H", "H", "H", "H", "H", "H", "H", "H", "H", "H", "H", "H", "H", "H", "H", "H", "H", "H", "H", "H", "H", "H", "H", "N", "C", "C", "C", "C", "H", "H", "H", "H", "H"],
  "positions_angstrom": [[3.200, -0.694, 1.103], [1.727, -0.348, 1.230], [1.018, -0.654, -0.021], [-0.081, 0.254, -0.384], [-0.735, -0.581, -1.901], [0.608, -0.815, -2.767], [-1.480, 0.539, -2.762], [-1.693, -2.222, -1.616], [0.388, 1.692, -0.755], [-0.369, 2.845, -0.075], [-0.156, 4.135, -0.872], [0.128, 3.098, 1.353], [-1.820, 2.538, -0.061], [-2.450, 2.839, -1.129], [-2.259, 1.297, 0.656], [-2.672, 1.686, 2.089], [-3.507, 0.737, -0.021], [-1.120, 0.255, 0.730], [3.333, -1.699, 0.707], [3.729, 0.028, 0.482], [3.660, -0.661, 2.090], [1.297, -0.943, 2.038], [1.625, 0.699, 1.526], [1.702, -0.620, -0.767], [0.887, 0.012, -3.178], [-2.300, 0.151, -3.081], [1.444, 1.817, -0.509], [0.307, 1.854, -1.830], [0.843, 4.523, -0.685], [-0.887, 4.884, -0.579], [-0.275, 3.966, -1.939], [-0.542, 3.815, 1.828], [0.127, 2.210, 1.976], [1.121, 3.535, 1.325], [-3.213, 0.868, 2.560], [-3.296, 2.575, 2.066], [-1.815, 1.905, 2.723], [-3.829, -0.124, 0.561], [-3.340, 0.435, -1.046], [-4.301, 1.479, 0.020], [-1.583, -0.731, 0.772], [-0.604, 0.378, 1.680], [1.346, -3.627, -0.247], [1.444, -4.310, -1.423], [1.937, -5.561, -1.147], [2.140, -5.632, 0.258], [1.765, -4.422, 0.781], [1.005, -2.678, -0.152], [1.150, -3.853, -2.352], [2.125, -6.337, -1.869], [2.514, -6.473, 0.817], [1.759, -4.064, 1.797]],
  "mulliken_spin": [0.00, 0.00, 0.00, -0.02, 0.00, 0.00, 0.00, 0.00, 0.05, -0.01, 0.00, 0.02, 0.41, 0.54, -0.02, 0.03, 0.00, 0.02, 0.00, 0.00, 0.00, 0.00, 0.00, 0.00, 0.00, 0.00, 0.00, 0.01, 0.00, 0.00, 0.00, -0.01, 0.00, 0.00, 0.00, -0.01, 0.00, 0.00, 0.01, 0.00, 0.00, 0.00, 0.00, 0.00, 0.00, 0.00, 0.00, 0.00, 0.00, 0.00, 0.00, 0.00],
  "gap_ha": [0.2956, 0.2955],
  "e_tot_ev": -46762.8378,
  "multiplicity": 2,
  "fmax_ev_per_a": 1.046
}

=====

No. 4
{
  "formula": "C9H17ClN3",
  "method": "the ωB97M-V functional and the def2-TZVPD basis",
  "elements": ["C", "C", "C", "C", "C", "C", "C", "C", "C", "N", "N", "N", "Cl", "H", "H", "H", "H", "H", "H", "H", "H", "H", "H", "H", "H", "H", "H", "H", "H", "H"],
  "positions_angstrom": [[0.190, 1.411, 1.202], [1.161, -0.482, -1.279], [1.313, -1.552, -2.081], [-0.266, 0.070, -0.906], [-1.870, 0.068, 1.679], [1.217, 2.354, 1.817], [2.725, -1.943, -2.551], [-1.100, 0.425, -2.140], [-2.493, -1.059, 2.487], [0.065, 1.309, -0.110], [-0.783, -1.001, -0.138], [-0.679, 0.652, 2.012], [-3.092, 0.850, 0.721], [1.992, -0.088, -0.604], [0.374, -1.993, -2.326], [2.082, 2.553, 1.217], [1.288, 2.085, 2.830], [0.721, 3.373, 1.884], [2.892, -2.954, -2.907], [2.962, -1.182, -3.293], [3.352, -1.683, -1.731], [-0.995, -0.505, -2.756], [-0.753, 1.313, -2.496], [-2.114, 0.547, -1.614], [-1.948, -1.062, 3.410], [-2.573, -2.064, 2.105], [-3.487, -0.831, 2.707], [0.305, 2.103, -0.679], [0.061, -1.227, 0.539], [-0.545, 0.513, 3.001]],
  "lowdin_charge": [-0.23, -0.07, -0.10, -0.63, -0.65, 0.04, -0.06, 0.01, -0.07, 0.14, 0.13, 0.08, 0.77, 0.14, 0.09, 0.09, 0.07, 0.13, 0.08, 0.08, 0.06, 0.10, 0.05, 0.06, 0.08, 0.10, 0.05, 0.17, 0.12, 0.16],
  "gap_ha": [0.2815, 0.2684],
  "e_tot_ev": -26590.5701,
  "total_charge": 1,
  "fmax_ev_per_a": 5.222
}